Record 1
68
Properties=species:S:1:pos:R:3:forces:R:3 method="wB97M-V/def2-TZVPD" orbital_gap_ev="7.96 / 7.96" e_lumo_ha="0.019 / 0.019" spin_multiplicity=3 largest_force_ev_per_a=2.290 charge=0 de_lowest_kj_mol=51.0 s2=2.002
Tm -0.5705 0.1297 0.0353 1.43 -1.79 -0.11
C 4.2372 0.4846 1.8272 -0.05 0.02 0.01
C 3.0469 1.3730 1.6334 0.00 0.37 -0.08
C 2.7088 1.8499 0.3742 -0.10 0.11 0.23
C 1.5518 2.6038 0.1712 0.00 0.20 0.18
C 1.3224 3.2835 -1.1534 0.06 -0.08 0.03
C 0.7152 2.8641 1.2653 0.41 0.10 -0.04
C 1.0828 2.4603 2.5489 0.27 0.16 0.04
C 0.2507 2.8183 3.7447 0.00 -0.10 -0.06
C 2.2539 1.7324 2.7157 -0.13 0.29 -0.23
H 5.0796 1.0226 2.2634 0.04 0.01 0.00
H 4.5475 0.0530 0.8789 0.10 -0.03 -0.05
H 3.9650 -0.3233 2.5021 0.08 -0.15 0.08
H 3.3567 1.6428 -0.4655 -0.02 -0.04 -0.04
H 1.6366 4.3249 -1.0704 0.00 0.06 -0.05
H 0.2764 3.2798 -1.4513 -0.06 0.02 -0.03
H 1.9195 2.8143 -1.9333 -0.01 -0.01 -0.06
H -0.1397 3.5198 1.1460 -0.10 -0.12 -0.08
H -0.5430 3.5159 3.4890 -0.08 0.01 -0.01
H 0.8679 3.2661 4.5220 0.02 0.03 0.06
H -0.1985 1.9163 4.1592 -0.14 -0.06 0.09
H 2.5458 1.4145 3.7045 -0.02 -0.11 0.21
O -1.9831 -1.2014 1.3507 -0.10 -0.01 -0.42
N -1.8536 -1.3209 2.6455 0.60 0.27 0.40
C -2.9268 -1.6078 3.3945 -0.51 -0.14 0.24
C -2.8357 -1.7669 4.7546 0.17 0.04 -0.03
C -1.6058 -1.5643 5.3817 -0.06 -0.03 -0.19
C -0.5175 -1.2407 4.6087 -0.22 -0.10 0.03
C -0.6251 -1.1446 3.2170 0.03 -0.13 -0.15
S 0.7324 -0.8550 2.2232 0.20 0.06 -0.26
H -3.8550 -1.6940 2.8502 0.07 -0.03 -0.11
H -3.7128 -2.0458 5.3113 -0.16 0.05 0.05
H -1.5083 -1.6631 6.4514 -0.01 0.00 0.10
H 0.4562 -1.0636 5.0346 0.08 -0.02 0.06
C 0.0690 -6.0322 -2.8049 0.01 -0.12 0.01
C -0.1390 -4.7757 -2.0281 -0.08 0.28 0.15
C -1.3606 -4.1105 -2.0067 0.15 0.02 0.04
C -1.4738 -2.9216 -1.3042 -0.06 0.03 0.11
N -0.4662 -2.3719 -0.6254 -0.10 0.20 -0.28
C 0.6827 -3.0538 -0.5793 0.13 -0.03 0.04
C 0.8899 -4.2357 -1.2616 -0.32 0.05 0.07
H -0.7540 -6.2127 -3.4911 -0.03 -0.08 -0.03
H 0.1527 -6.8723 -2.1163 -0.05 -0.14 -0.03
H 0.9979 -5.9906 -3.3707 0.03 0.03 -0.06
H -2.2184 -4.5056 -2.5324 -0.02 0.01 -0.08
H -2.4218 -2.3932 -1.2647 0.06 0.03 -0.08
H 1.4718 -2.6296 0.0307 -0.09 0.02 -0.10
H 1.8455 -4.7319 -1.1997 0.14 -0.02 0.01
C 1.2550 2.2012 -5.8913 -0.08 -0.05 -0.06
C 0.6037 1.6157 -4.6821 -0.43 0.10 0.11
C -0.7455 1.8630 -4.3988 -0.02 -0.14 0.15
C -1.2518 1.3159 -3.2387 -0.30 0.26 -0.12
N -0.5040 0.6252 -2.3795 0.40 -0.01 -0.22
C 0.8032 0.4497 -2.7338 -0.24 -0.21 0.37
S 1.7715 -0.3497 -1.5978 0.08 -0.23 0.53
N 1.3451 0.8950 -3.8670 0.39 0.11 -0.37
H 0.5253 2.3407 -6.6877 0.06 0.06 -0.05
H 2.0644 1.5630 -6.2310 0.07 -0.05 -0.01
H 1.6756 3.1730 -5.6294 0.02 0.05 -0.03
H -1.3519 2.4635 -5.0565 -0.14 -0.02 -0.03
H -2.2910 1.4483 -2.9614 -0.02 0.06 -0.01
F -1.8784 1.3659 1.4218 -0.66 0.17 -0.43
P -3.0616 1.7990 0.2643 -0.20 1.00 0.12
F -3.2647 3.1679 1.0278 0.00 -0.24 -0.05
F -1.7440 2.4244 -0.5551 -0.60 -0.40 0.28
F -4.1532 1.0257 1.1043 0.26 0.20 -0.26
F -2.7087 0.3675 -0.5753 -0.36 0.38 0.29
F -4.0427 2.2042 -0.9093 0.17 -0.16 0.20



Record 2
88
Properties=species:S:1:pos:R:3:forces:R:3 method="wB97M-V/def2-TZVPD" orbital_gap_ev=3.22 e_lumo_ha=0.043 largest_force_ev_per_a=0.814 charge=-1
C 5.4739 -1.3037 0.3019 0.01 -0.48 0.10
C 6.5910 -0.8672 -0.6162 0.02 0.00 -0.21
O 7.4925 -1.6303 -0.9116 -0.07 0.09 -0.05
O 6.5566 0.3523 -1.1341 0.22 -0.07 0.43
C 5.6704 1.3611 -0.5379 -0.56 0.39 -0.37
N 4.3900 1.2979 -1.1385 0.09 -0.28 0.06
C 3.4814 2.1632 -0.4808 0.18 -0.02 -0.14
C 3.0123 1.6496 0.9217 -0.19 -0.25 -0.27
S 1.2112 1.9282 1.2065 -0.19 0.28 0.05
C 0.5958 0.5828 0.3044 0.59 -0.36 0.43
N 0.8200 -0.6710 0.5531 -0.33 0.23 -0.18
N 0.1578 -1.3888 -0.4307 -0.20 -0.10 -0.09
C -0.4178 -0.5257 -1.1851 0.29 -0.28 0.13
O -0.1919 0.7458 -0.7990 -0.29 0.16 -0.19
H 5.5626 -0.8487 1.2901 -0.06 0.16 -0.09
H 5.5676 -2.3831 0.4233 0.04 0.05 0.01
H 4.5031 -1.0671 -0.1305 0.05 0.28 0.04
H 5.6839 1.2340 0.5617 0.15 -0.20 -0.04
H 6.1861 2.3103 -0.7593 0.14 -0.34 0.20
H 2.5820 2.2342 -1.1070 -0.04 0.13 0.08
H 3.8633 3.1971 -0.3248 -0.13 0.06 -0.01
H 3.4965 2.0781 1.8001 -0.03 0.04 -0.24
H 3.1368 0.5657 0.9384 0.05 0.04 0.13
H -1.0243 -0.7284 -2.0504 0.06 0.06 -0.03
C 6.3398 4.6977 -2.6795 -0.18 -0.32 -0.31
O 6.0418 4.2085 -1.6140 0.21 0.68 0.28
N 5.8897 4.1540 -3.8517 -0.03 0.07 -0.06
N 7.1413 5.8133 -2.8038 -0.04 -0.01 0.03
H 6.1082 4.5150 -4.7593 0.03 0.00 0.01
H 5.3087 3.3356 -3.7596 0.04 -0.06 0.08
H 7.4817 6.2232 -1.9558 0.00 -0.02 0.02
H 7.3930 6.2192 -3.6834 -0.01 -0.03 -0.02
C -3.1273 -4.0090 -0.5969 -0.03 0.09 0.22
O -2.3621 -4.6696 -1.2879 0.04 -0.16 -0.12
N -4.4158 -4.4057 -0.3595 0.01 0.09 -0.20
N -2.7658 -2.8321 -0.0192 -0.02 0.13 -0.26
H -5.0721 -3.8919 0.2007 -0.05 -0.07 0.02
H -4.7162 -5.2706 -0.7674 -0.01 -0.03 0.05
H -1.8223 -2.5044 -0.1616 0.09 -0.14 0.14
H -3.3894 -2.2882 0.5503 0.07 -0.06 0.16
C 5.5702 1.8135 4.1234 0.00 -0.11 -0.02
O 5.2796 1.9912 2.9584 0.17 0.09 0.22
N 4.7391 1.1545 4.9919 -0.01 0.06 0.03
N 6.7544 2.2522 4.6583 -0.02 0.06 0.04
H 4.9599 0.9892 5.9544 0.02 -0.01 0.00
H 3.8709 0.8143 4.6210 0.01 -0.02 -0.03
H 7.3820 2.7271 4.0373 0.00 -0.02 -0.03
H 7.0187 2.1106 5.6135 -0.01 -0.03 0.00
C -3.9726 0.3171 1.8265 -0.15 0.13 -0.22
O -3.5920 -0.4998 2.6471 0.03 -0.04 0.00
N -3.1794 0.7719 0.8097 0.04 -0.05 -0.12
N -5.2298 0.8561 1.8584 -0.07 -0.26 -0.04
H -3.4937 1.4422 0.1333 0.03 0.04 0.01
H -2.2367 0.4311 0.7444 0.01 0.02 0.13
H -5.8409 0.5613 2.5988 0.03 0.10 0.07
H -5.5558 1.5378 1.2010 0.04 0.07 0.04
C -2.7213 1.9459 -4.2437 -0.06 -0.10 -0.07
O -2.1516 3.0104 -4.1299 -0.04 0.03 0.03
N -2.5684 0.9177 -3.3483 -0.06 0.12 0.03
N -3.5775 1.6792 -5.2847 -0.04 0.02 0.05
H -3.0496 0.0423 -3.4285 0.02 -0.01 0.01
H -1.9576 1.0788 -2.5687 0.03 0.11 -0.03
H -3.7105 2.4056 -5.9618 0.03 0.01 -0.01
H -4.0526 0.8056 -5.4023 0.04 -0.03 -0.01
C -7.8434 -3.1810 -1.0660 0.12 0.06 -0.11
O -7.4770 -4.0322 -0.2754 -0.05 -0.04 0.15
N -7.0368 -2.7464 -2.0818 -0.01 0.00 -0.01
N -9.0786 -2.5976 -0.9969 0.01 -0.03 0.00
H -7.3093 -2.0485 -2.7464 -0.02 0.01 0.01
H -6.1231 -3.1607 -2.1453 0.02 -0.01 0.04
H -9.6854 -2.8991 -0.2582 0.01 -0.01 0.02
H -9.3963 -1.8960 -1.6370 0.02 0.00 -0.01
C -5.0584 3.4777 4.3837 0.03 0.05 -0.04
O -5.9602 2.7273 4.7198 -0.03 0.00 -0.05
N -5.1512 4.8383 4.5408 -0.02 -0.01 -0.02
N -3.8993 3.0351 3.8226 0.00 -0.04 0.03
H -4.4257 5.4756 4.2744 0.02 -0.02 0.01
H -5.9926 5.1949 4.9509 -0.01 -0.01 0.01
H -3.7996 2.0432 3.6993 0.05 -0.01 0.05
H -3.1538 3.6391 3.5331 0.02 0.00 0.04
C 0.7089 -7.6813 -0.4643 -0.02 0.09 0.04
O 1.1500 -8.5392 0.2858 -0.01 -0.03 -0.03
N 1.4455 -7.1695 -1.4990 -0.02 -0.11 -0.09
N -0.5433 -7.1595 -0.3371 -0.05 -0.08 -0.12
H 1.1070 -6.4529 -2.1123 0.00 0.06 0.07
H 2.3770 -7.5185 -1.6165 0.02 0.03 0.04
H -1.1034 -7.5004 0.4198 0.02 0.01 0.03
H -0.9271 -6.4562 -0.9458 -0.04 0.16 0.11



Record 3
21
Properties=species:S:1:pos:R:3:forces:R:3 method="wB97M-V/def2-TZVPD" orbital_gap_ev="6.03 / 6.74" e_lumo_ha="0.013 / -0.090" spin_multiplicity=3 largest_force_ev_per_a=5.871 charge=0 s2=2.008
C 0.7200 -1.6921 -1.1859 0.71 1.46 0.42
C 1.0724 -0.3912 -1.5512 0.48 -0.33 1.88
C 0.9169 -2.0543 0.1198 1.78 3.60 0.26
C 1.5744 0.5195 -0.6092 0.01 0.56 -1.12
C 1.5374 -1.1344 1.0312 -0.52 -1.28 1.15
C 1.9101 0.1729 0.7012 -2.35 -3.32 -3.14
C -0.9053 3.0192 0.6935 0.93 4.91 3.08
N -2.2032 -2.5504 1.0676 0.43 1.47 -2.73
N -2.0307 -1.9722 0.1308 -1.01 -3.06 3.03
N -0.9707 2.0425 -0.1001 -1.53 -4.26 -1.16
P -1.6761 0.3783 0.0561 2.30 3.40 0.70
Cl -3.5491 0.7491 0.7790 -0.78 0.27 0.31
Cl -2.0403 0.2118 -1.8558 -0.54 -0.30 -2.08
H 0.2304 -2.3206 -1.8761 -0.32 -0.77 -0.73
H 0.9531 -0.0908 -2.5415 -0.37 0.64 -1.43
H 0.5988 -2.9634 0.4315 -0.73 -2.64 1.20
H 1.6250 1.5638 -0.9542 0.46 -0.51 0.27
H 1.5959 -1.5080 2.0875 0.29 0.51 -1.04
H -0.3954 4.0156 0.5687 -0.36 -1.15 -0.92
H -1.3090 3.1430 1.7139 -0.08 -1.11 -0.25
H 2.3454 0.8615 1.2933 1.21 1.92 2.29